1.
{"formula": "C5H10N2", "method": "ωB97M-V/def2-TZVPD", "species": ["N", "N", "C", "C", "C", "C", "C", "H", "H", "H", "H", "H", "H", "H", "H", "H", "H"], "positions_angstrom": [[1.912, 0.881, -0.323], [2.627, 0.205, 0.715], [-0.438, -0.561, 0.193], [-1.702, -0.072, -0.159], [0.366, -1.252, -0.804], [-2.552, 0.630, 0.630], [0.672, 0.258, -0.709], [2.032, 0.362, 1.603], [1.035, -1.966, -0.450], [2.459, -0.742, 0.518], [-3.496, 0.987, 0.352], [1.712, 1.883, -0.075], [-2.495, 0.830, 1.712], [-2.036, -0.189, -1.253], [-0.174, -1.459, -1.792], [0.157, 0.874, -1.463], [-0.077, -0.669, 1.306]], "atomic_forces_ev_per_a": [[-0.853, 0.707, -0.264], [-1.535, 2.291, 2.214], [3.307, 1.341, 2.517], [-4.116, 1.618, -0.357], [-0.656, 1.801, -3.149], [0.965, -0.946, 0.717], [-1.056, -1.369, 0.131], [1.290, -0.478, -1.277], [1.158, -1.151, 0.211], [0.251, -1.699, -0.339], [-1.118, 0.347, -1.286], [0.596, -1.500, -0.071], [0.968, -0.427, -0.413], [0.673, 0.063, 1.648], [0.930, -0.274, 1.586], [0.356, -0.482, 0.337], [-1.162, 0.157, -2.205]], "energy_ha": -305.8820, "relative_energy_kcal_mol": 89.0, "smiles": "C=C[C@H]1C[C@@H]1NN", "gap_ev": 8.764}

***

2.
{"formula": "C7H12N2", "method": "ωB97M-V/def2-TZVPD", "species": ["N", "N", "C", "C", "C", "C", "C", "C", "C", "H", "H", "H", "H", "H", "H", "H", "H", "H", "H", "H", "H"], "positions_angstrom": [[-1.728, 1.132, 0.118], [-0.666, 0.415, -1.860], [0.935, 1.233, 1.215], [2.105, 0.226, -0.794], [0.570, -1.202, 0.599], [-0.797, 0.374, -0.577], [-0.722, -1.417, 0.320], [0.930, 0.146, 0.153], [-1.738, -2.266, 0.156], [1.858, -0.273, -1.734], [1.271, -1.929, 0.999], [2.382, 1.257, -1.020], [1.895, 1.187, 1.743], [-1.567, -3.295, -0.141], [-2.452, 1.575, -0.432], [-2.765, -1.923, 0.198], [2.967, -0.293, -0.358], [-2.052, 0.760, 0.998], [0.145, 1.103, 1.952], [0.835, 2.223, 0.764], [-1.406, 0.967, -2.299]], "atomic_forces_ev_per_a": [[-0.046, -0.057, 0.471], [0.015, 0.010, 0.603], [0.118, -0.095, 0.171], [-0.247, 0.053, -0.299], [-0.115, -0.101, -0.104], [2.082, 1.354, -1.213], [0.274, -1.455, 0.885], [-1.835, 0.026, -0.797], [0.158, 0.449, -0.152], [-0.020, 0.060, 0.081], [-0.187, 0.110, 0.556], [0.021, -0.077, 0.061], [-0.063, 0.030, -0.032], [0.025, 0.190, -0.603], [0.072, -0.124, -0.017], [-0.014, -0.138, 0.492], [-0.093, 0.097, 0.086], [0.017, 0.079, -0.090], [0.022, -0.024, -0.050], [0.018, -0.098, -0.025], [-0.202, -0.286, -0.024]], "energy_ha": -383.2598, "relative_energy_kcal_mol": 102.5, "gap_ev": [7.524, 7.523]}

***

3.
{"formula": "C6H7BiNO4", "method": "ωB97M-V/def2-TZVPD", "species": ["Bi", "O", "O", "O", "O", "N", "C", "C", "C", "C", "C", "C", "H", "H", "H", "H", "H", "H", "H"], "positions_angstrom": [[-0.001, 0.153, 0.045], [0.007, -3.573, 0.471], [-0.007, 3.803, 0.413], [3.661, 0.119, 0.186], [-3.662, 0.105, 0.186], [0.002, -0.447, 2.961], [-0.005, 2.648, 0.532], [-2.518, 0.123, 0.209], [2.517, 0.132, 0.209], [0.001, -0.578, -2.382], [0.004, -2.463, 0.193], [-0.002, 0.815, -2.387], [-0.014, 0.581, 3.153], [-0.919, 1.418, -2.361], [-0.863, -0.959, 2.816], [-0.914, -1.185, -2.351], [0.913, 1.421, -2.362], [0.882, -0.932, 2.819], [0.917, -1.182, -2.352]], "atomic_forces_ev_per_a": [[0.002, -0.633, 2.808], [-0.009, 4.006, -1.043], [0.011, -5.934, 0.812], [-4.272, 0.047, 0.185], [4.296, 0.063, 0.183], [-0.024, 1.569, -2.368], [-0.012, 6.958, -0.830], [-5.459, -0.059, -0.250], [5.435, -0.038, -0.252], [-0.002, 1.095, -0.528], [0.011, -4.484, 1.005], [0.002, -1.117, -0.353], [0.024, -1.735, 0.474], [-0.027, -0.367, -0.398], [0.234, 0.122, 0.879], [-0.010, 0.383, -0.401], [0.028, -0.368, -0.398], [-0.234, 0.109, 0.877], [0.009, 0.383, -0.401]], "total_charge": 3, "energy_ha": -801.7787, "relative_energy_kcal_mol": 0.0, "gap_ev": [7.241, 7.240]}

***

4.
{"formula": "C4H13NO", "method": "ωB97M-V/def2-TZVPD", "species": ["O", "N", "C", "C", "C", "C", "H", "H", "H", "H", "H", "H", "H", "H", "H", "H", "H", "H", "H"], "positions_angstrom": [[-0.666, -6.219, -0.617], [0.099, 0.241, -1.772], [0.510, 1.421, -0.960], [-0.372, 2.708, 1.063], [0.178, 0.208, 1.251], [-0.290, 1.372, 0.345], [0.830, -0.012, -2.425], [-1.321, 1.148, 0.030], [1.565, 1.286, -0.693], [0.283, 2.288, -1.576], [0.616, 2.998, 1.437], [0.106, -0.726, 0.714], [-0.056, -0.581, -1.208], [0.211, -5.836, -0.564], [-0.596, -7.083, -1.029], [-0.508, 0.243, 2.097], [1.201, 0.412, 1.572], [-1.027, 2.655, 1.935], [-0.761, 3.477, 0.399]], "atomic_forces_ev_per_a": [[-0.386, 0.191, 0.144], [0.083, 0.316, -0.355], [-0.279, -1.798, 0.248], [0.494, -0.146, 0.301], [-0.478, 1.599, -0.343], [-0.668, -0.149, -0.506], [-0.054, 0.081, -0.072], [0.095, -0.114, 0.037], [0.128, 0.784, -0.177], [0.327, 0.307, 0.271], [-0.047, 0.189, -0.107], [0.071, -0.374, 0.218], [0.013, 0.040, 0.168], [0.134, -0.202, -0.111], [0.255, 0.011, -0.033], [0.243, -0.507, 0.233], [0.012, -0.253, 0.139], [-0.038, -0.072, -0.053], [0.096, 0.098, -0.004]], "energy_ha": -290.1799, "relative_energy_kcal_mol": 10.7, "smiles": "CC(C)CN.O", "gap_ev": 10.017}

***

5.
{"formula": "C20H21ClFN4O5Se2TcTe2", "method": "ωB97M-V/def2-TZVPD", "species": ["Te", "Te", "Tc", "Se", "Se", "Cl", "F", "O", "O", "O", "O", "O", "N", "N", "N", "N", "C", "C", "C", "C", "C", "C", "C", "C", "C", "C", "C", "C", "C", "C", "C", "C", "C", "C", "C", "C", "H", "H", "H", "H", "H", "H", "H", "H", "H", "H", "H", "H", "H", "H", "H", "H", "H", "H", "H", "H", "H"], "positions_angstrom": [[6.341, -4.581, 5.012], [3.566, -5.287, 4.922], [2.865, -3.121, 0.814], [6.956, -4.654, 2.698], [2.718, -3.108, 5.479], [5.574, -5.367, -0.671], [-1.420, 1.624, 3.023], [1.401, -1.851, 1.194], [2.019, -4.751, -0.295], [3.715, -2.255, -0.720], [3.020, -4.959, 1.688], [2.840, -2.596, -2.785], [-5.244, 4.014, 0.423], [-0.007, 0.164, -2.129], [4.414, -1.351, 2.708], [-2.578, 3.042, 0.870], [1.110, -1.118, 0.074], [-0.349, 2.107, -3.727], [-0.347, 0.167, 1.555], [4.052, -6.148, -0.152], [-1.201, 1.226, 1.746], [2.986, -5.237, 0.450], [-2.809, 4.069, -0.153], [-4.221, 3.894, -0.690], [-0.384, 0.601, -0.848], [-1.250, 1.641, -0.620], [0.130, -0.080, 0.246], [0.802, -0.894, -2.284], [3.874, -2.011, 1.857], [-1.740, 1.988, 0.670], [0.235, 0.964, -4.498], [-3.474, 3.239, 2.009], [1.540, -1.417, -1.242], [2.729, -2.180, -1.643], [-4.969, 3.132, 1.607], [-0.630, 0.674, -3.306], [-3.298, 4.247, 2.435], [-4.436, 4.668, -1.449], [-3.295, 2.519, 2.805], [3.745, -6.711, -1.047], [0.341, 2.639, -3.065], [0.069, -0.432, 2.361], [-0.271, 0.876, -5.494], [4.357, -6.887, 0.622], [-5.327, 5.006, 0.747], [-6.173, 3.742, 0.035], [-5.613, 3.420, 2.450], [0.939, -1.287, -3.289], [-5.221, 2.067, 1.330], [-1.530, 2.291, -1.457], [-2.690, 5.092, 0.281], [-1.651, 0.432, -3.587], [-2.067, 4.003, -0.997], [-1.224, 2.531, -4.207], [1.293, 0.740, -4.326], [4.138, -1.436, 3.721], [-4.350, 2.898, -1.151]], "atomic_forces_ev_per_a": [[-0.631, -0.237, -0.272], [0.718, 0.600, 0.187], [1.490, 0.686, 1.311], [-0.116, -0.003, 0.223], [-0.048, -0.277, -0.077], [-0.304, 0.450, 0.209], [-0.409, -0.069, -0.162], [-1.103, 3.049, -4.571], [1.351, -1.261, 0.824], [-2.004, 0.641, -2.026], [0.884, -0.058, 0.554], [-0.273, 0.468, 0.650], [-0.931, 0.348, -0.191], [-0.992, -0.160, 0.105], [-0.085, 0.092, 0.753], [-1.058, 1.886, 0.089], [-0.161, -2.264, 3.177], [0.477, -0.622, 0.715], [0.141, 0.817, -0.778], [0.379, -1.430, 0.288], [0.390, -0.248, -0.066], [-1.852, -1.539, -2.835], [0.533, -0.276, -0.008], [0.124, 0.226, -0.860], [0.812, -0.564, -0.159], [-1.645, 1.786, 0.223], [-0.197, -0.944, 0.887], [0.858, 0.190, 0.793], [0.115, 0.083, 2.803], [1.889, -1.652, -0.644], [-0.508, 0.072, -0.607], [-0.187, 0.219, -0.109], [-0.828, 0.521, 0.094], [2.611, -1.441, -0.591], [0.679, -1.396, 0.293], [-0.656, 1.278, -1.236], [-0.010, -0.376, -0.128], [-0.173, -0.357, 0.423], [0.032, 0.062, -0.155], [-0.451, 0.497, 0.506], [-0.534, 0.304, -0.449], [-0.161, 0.345, -0.024], [1.168, -0.521, 0.991], [-0.303, 0.568, -0.427], [0.166, -0.840, -0.384], [0.695, 0.459, 0.311], [0.121, 0.080, -0.413], [0.154, 0.190, 0.221], [0.261, 1.194, 0.055], [-0.047, -0.709, 0.276], [-0.043, -0.650, -0.105], [0.039, -0.766, 0.773], [-0.880, 0.076, 0.954], [0.401, 0.727, 0.307], [-0.397, 0.187, -0.684], [0.481, 0.132, -1.372], [0.016, 0.428, 0.338]], "total_charge": 1, "energy_ha": -7349.3373, "relative_energy_kcal_mol": 49.6, "spin_multiplicity": 4, "gap_ev": [5.172, 5.070]}

***

6.
{"formula": "C27H34B2N7O7Pt", "method": "ωB97M-V/def2-TZVPD", "species": ["Pt", "O", "O", "O", "O", "O", "O", "O", "N", "N", "N", "N", "N", "N", "N", "C", "C", "C", "C", "C", "C", "C", "C", "C", "C", "C", "C", "C", "C", "C", "C", "C", "C", "C", "C", "C", "C", "C", "C", "C", "C", "C", "B", "B", "H", "H", "H", "H", "H", "H", "H", "H", "H", "H", "H", "H", "H", "H", "H", "H", "H", "H", "H", "H", "H", "H", "H", "H", "H", "H", "H", "H", "H", "H", "H", "H", "H", "H"], "positions_angstrom": [[0.028, 0.277, -0.002], [1.187, 2.320, -1.896], [8.590, -2.101, 2.293], [-0.981, 1.747, -2.342], [9.430, -1.142, 0.564], [2.281, -0.325, 0.226], [-0.274, -0.964, 2.102], [3.099, 0.068, -1.834], [-1.975, 0.499, 0.043], [-2.880, -0.188, -0.679], [8.484, -1.493, 1.243], [-1.277, -2.029, -1.619], [1.712, -0.350, 2.990], [-0.136, -1.499, -1.145], [0.678, 1.779, 0.961], [-0.962, 3.939, 3.484], [7.128, -1.166, 0.766], [4.600, -0.555, -0.122], [0.644, 5.193, 2.245], [6.991, -0.474, -0.425], [0.350, -3.422, -2.171], [-1.307, 4.099, -2.180], [0.108, -1.544, 4.372], [-0.731, 2.985, -3.045], [1.435, 4.400, -3.064], [0.824, 3.013, -3.108], [6.043, -1.567, 1.525], [3.206, -0.222, -0.648], [-2.582, 1.580, 0.544], [-4.051, 0.446, -0.611], [0.954, 4.084, 1.489], [-0.661, 2.805, 2.747], [0.307, 2.825, 1.696], [-1.008, -3.188, -2.230], [0.507, -0.923, 3.055], [0.856, -2.327, -1.479], [1.397, 2.207, -4.267], [5.712, -0.179, -0.867], [-0.325, 5.151, 3.250], [-1.425, 2.935, -4.391], [-3.916, 1.582, 0.164], [4.773, -1.249, 1.070], [0.134, 1.523, -1.559], [-2.736, -1.501, -1.514], [-3.404, -2.366, -0.989], [-1.706, 3.868, 4.272], [1.707, 4.128, 0.710], [0.897, 1.242, -4.357], [0.211, -2.626, 4.287], [-0.565, 6.032, 3.832], [2.449, 2.014, -4.059], [-2.358, 3.880, -1.989], [-0.939, -1.319, 4.561], [7.869, -0.185, -0.982], [1.307, 2.745, -5.214], [1.168, 6.123, 2.045], [3.896, -1.542, 1.632], [-1.193, 3.830, -4.974], [-0.792, 4.151, -1.217], [6.201, -2.113, 2.443], [2.062, -0.039, 2.081], [-3.135, -1.257, -2.632], [1.861, -2.083, -1.200], [-4.905, 0.034, -1.121], [-1.810, -3.759, -2.668], [-1.126, 2.057, -4.960], [2.521, 4.315, -3.107], [-1.232, 5.070, -2.673], [1.170, 4.917, -2.143], [2.320, -0.362, 3.787], [1.102, 4.995, -3.918], [-2.505, 2.893, -4.241], [0.895, -4.259, -2.571], [0.718, -1.195, 5.205], [5.546, 0.345, -1.799], [-2.030, 2.292, 1.128], [-1.148, 1.864, 2.979], [-4.670, 2.308, 0.413]], "atomic_forces_ev_per_a": [[0.450, -0.827, 0.096], [-0.053, 0.041, -0.011], [-0.017, 0.006, -0.002], [0.021, -0.028, -0.031], [-0.016, 0.009, -0.006], [-0.537, 0.004, 0.028], [0.066, -0.205, -0.017], [-0.024, -0.120, 0.040], [-0.107, 0.344, -0.017], [0.180, 0.016, -0.074], [-0.024, -0.007, -0.016], [0.044, -0.104, 0.129], [0.135, -0.256, -0.017], [-0.164, -0.147, -0.253], [0.631, 0.614, 0.140], [-0.025, -0.041, 0.017], [0.121, -0.023, 0.047], [-0.062, 0.041, 0.047], [0.090, 0.029, 0.024], [-0.060, 0.008, -0.015], [0.066, -0.024, -0.010], [0.001, -0.008, 0.028], [0.006, 0.021, 0.016], [0.010, 0.009, -0.046], [0.024, 0.002, -0.010], [0.029, -0.055, 0.004], [-0.059, 0.012, -0.028], [0.094, 0.194, -0.204], [-0.035, -0.081, -0.107], [-0.030, -0.050, -0.010], [0.003, -0.050, 0.101], [0.114, 0.032, 0.078], [-0.454, -0.053, -0.067], [-0.044, 0.052, -0.044], [-0.079, 0.186, -0.010], [-0.100, 0.045, 0.066], [-0.006, -0.010, -0.016], [0.028, 0.006, -0.021], [0.008, -0.006, -0.023], [-0.011, 0.001, -0.008], [-0.026, 0.021, 0.024], [0.008, -0.009, 0.033], [-0.070, 0.235, 0.113], [0.009, -0.039, -0.037], [-0.012, 0.023, 0.020], [0.002, -0.001, 0.004], [-0.013, 0.000, -0.016], [0.019, -0.011, 0.022], [-0.008, -0.001, 0.000], [-0.004, 0.002, -0.001], [0.002, 0.010, -0.006], [-0.001, 0.005, -0.008], [0.002, 0.005, 0.003], [0.002, 0.002, 0.005], [-0.022, -0.004, 0.001], [-0.016, 0.008, -0.001], [0.008, -0.003, 0.005], [0.004, -0.001, 0.001], [-0.005, -0.005, -0.001], [0.005, 0.004, 0.001], [-0.116, 0.172, 0.040], [-0.027, 0.008, 0.012], [0.036, -0.056, -0.035], [0.005, -0.005, 0.002], [0.006, -0.007, 0.005], [-0.001, -0.003, 0.004], [-0.001, -0.003, -0.002], [0.002, -0.002, -0.001], [0.000, -0.003, -0.001], [-0.020, 0.051, 0.012], [-0.006, 0.000, 0.004], [0.001, 0.002, 0.002], [0.005, 0.006, 0.002], [-0.001, 0.002, -0.002], [0.003, -0.002, 0.001], [-0.010, 0.035, -0.031], [0.017, -0.014, 0.014], [0.008, 0.000, 0.011]], "total_charge": -1, "energy_ha": -2128.3850, "relative_energy_kcal_mol": 82.6, "gap_ev": 4.924}

***

no.,largest force on an atom (Eh/bohr)
1,0.0863
2,0.0537
3,0.1363
4,0.0357
5,0.1090
6,0.0184